1.
{
  "formula": "C41H43F4N6O6PS2Si2Zr",
  "method": "ωB97M-V/def2-TZVPD",
  "elements": ["Zr", "N", "P", "C", "C", "C", "C", "C", "C", "C", "C", "C", "C", "C", "C", "C", "C", "C", "C", "C", "N", "H", "H", "H", "H", "H", "H", "H", "H", "H", "H", "H", "H", "H", "H", "H", "C", "Si", "C", "C", "N", "C", "C", "C", "C", "C", "C", "F", "H", "H", "H", "H", "H", "H", "H", "H", "H", "H", "H", "H", "H", "F", "C", "F", "F", "S", "O", "O", "O", "C", "Si", "C", "C", "C", "C", "H", "H", "H", "H", "H", "H", "H", "H", "H", "O", "S", "O", "O", "C", "N", "C", "C", "C", "N", "C", "C", "C", "N", "C", "C", "H", "H", "H", "H", "H", "H"],
  "positions_angstrom": [[0.198, -0.230, 0.134], [-2.991, -0.602, -1.364], [-2.886, -0.546, 0.353], [-3.855, -1.995, 0.859], [-4.749, -2.695, 0.054], [-5.475, -3.755, 0.575], [-5.321, -4.124, 1.904], [-4.428, -3.439, 2.713], [-3.692, -2.388, 2.187], [-4.026, 0.835, 0.703], [-4.635, 0.924, 1.953], [-5.444, 2.006, 2.263], [-5.654, 3.009, 1.327], [-5.047, 2.928, 0.083], [-4.231, 1.849, -0.226], [-2.062, -0.268, -2.308], [-2.440, -0.355, -3.665], [-1.546, -0.014, -4.640], [-0.263, 0.410, -4.277], [0.038, 0.456, -2.947], [-0.832, 0.137, -1.956], [-3.877, -0.877, -1.760], [-4.899, -2.440, -0.988], [-6.164, -4.293, -0.061], [-5.895, -4.948, 2.306], [-4.294, -3.725, 3.748], [-2.986, -1.869, 2.825], [-4.489, 0.150, 2.696], [-5.911, 2.060, 3.237], [-6.288, 3.852, 1.569], [-5.202, 3.708, -0.651], [-3.745, 1.814, -1.193], [-3.437, -0.693, -3.910], [-1.831, -0.082, -5.682], [0.481, 0.680, -5.010], [1.035, 0.736, -2.634], [4.673, -0.628, 1.889], [3.372, -1.417, 0.798], [4.162, -2.492, -0.507], [2.403, -2.500, 1.985], [2.333, -0.130, 0.088], [3.018, 0.886, -0.602], [4.373, 0.902, -0.970], [4.934, 1.987, -1.628], [4.180, 3.103, -1.964], [2.830, 3.114, -1.649], [2.324, 2.017, -1.000], [0.976, 1.961, -0.725], [5.250, -1.429, 2.359], [4.183, -0.071, 2.690], [5.374, 0.043, 1.397], [4.677, -3.313, -0.003], [4.892, -1.969, -1.122], [3.421, -2.931, -1.176], [2.779, -3.519, 1.877], [1.324, -2.580, 1.895], [2.615, -2.157, 3.000], [5.002, 0.058, -0.746], [5.984, 1.951, -1.884], [4.628, 3.944, -2.472], [2.174, 3.938, -1.897], [-2.072, -3.206, -1.928], [-0.920, -3.873, -1.884], [-0.392, -3.906, -3.103], [-1.150, -5.103, -1.463], [0.304, -3.044, -0.761], [1.115, -4.105, -0.282], [-0.514, -2.306, 0.275], [0.926, -1.966, -1.525], [-2.651, 3.892, 3.700], [-1.468, 4.177, 2.287], [-2.137, 5.428, 1.076], [0.196, 4.721, 2.943], [-1.182, 2.598, 1.381], [-0.942, 1.547, 0.810], [-2.457, 4.605, 4.504], [-2.541, 2.888, 4.112], [-3.689, 4.012, 3.385], [-2.476, 6.325, 1.598], [-2.982, 5.017, 0.520], [-1.370, 5.722, 0.357], [0.132, 5.744, 3.322], [0.963, 4.696, 2.166], [0.522, 4.082, 3.766], [-0.453, -1.765, 10.715], [-1.066, -1.326, 9.484], [-1.423, -2.382, 8.556], [-2.055, -0.271, 9.615], [0.266, -0.444, 8.611], [1.198, 0.208, 9.313], [2.127, 0.849, 8.625], [2.167, 0.874, 7.235], [1.141, 0.189, 6.608], [0.206, -0.461, 7.285], [0.971, 0.103, 5.128], [1.673, 0.893, 4.217], [1.386, 0.789, 2.873], [0.508, -0.113, 2.401], [-0.154, -0.884, 3.274], [0.032, -0.799, 4.633], [2.882, 1.372, 9.203], [2.956, 1.387, 6.705], [2.399, 1.624, 4.543], [1.869, 1.426, 2.145], [-0.842, -1.605, 2.849], [-0.527, -1.413, 5.326]],
  "mulliken_charge": [-1.06, 0.77, 1.12, 1.24, -0.67, -0.74, -0.65, -0.85, -0.66, 0.44, -0.97, -0.88, -0.44, -0.81, -0.06, 0.17, -1.57, -0.50, -1.06, -0.24, 1.05, 0.32, 0.25, 0.43, 0.40, 0.50, 0.45, 0.41, 0.43, 0.40, 0.45, 0.27, 0.53, 0.45, 0.53, 0.27, -1.20, 0.76, -1.27, -1.05, 0.85, 1.53, -0.56, -1.23, -0.63, -1.26, -0.25, 0.17, 0.43, 0.19, 0.42, 0.40, 0.40, 0.25, 0.50, 0.12, 0.32, 0.26, 0.43, 0.43, 0.52, -0.08, 0.42, -0.24, -0.23, 1.28, -0.54, -0.83, -0.61, -0.99, -0.32, -0.88, -0.91, -0.33, 2.03, 0.47, 0.32, 0.25, 0.34, 0.18, 0.29, 0.37, 0.29, 0.22, -0.67, 1.19, -0.66, -0.68, 0.03, -0.48, -0.33, -0.67, 0.31, -0.27, 1.19, -1.05, -1.45, 2.00, -1.14, -1.30, 0.41, 0.40, 0.47, 0.56, 0.57, 0.84],
  "energy_ha": -4531.5341,
  "homo_ev": -7.12,
  "orbital_gap_ha": 0.2117,
  "max_force_ev_per_a": 0.8,
  "relative_energy_kj_mol": 113.1
}

2.
{
  "formula": "C10H15AlF11O4S",
  "method": "ωB97M-V/def2-TZVPD",
  "elements": ["O", "S", "O", "C", "Al", "C", "C", "O", "C", "C", "F", "F", "F", "H", "H", "H", "H", "H", "H", "H", "H", "H", "H", "H", "C", "C", "C", "F", "F", "F", "F", "O", "C", "C", "F", "F", "F", "F", "H", "H", "H", "H"],
  "positions_angstrom": [[-2.613, 3.413, -2.641], [-2.549, 2.055, -3.089], [-3.735, 1.541, -3.721], [-2.024, 1.032, -1.811], [-0.024, 1.103, -1.308], [0.252, 2.095, 0.444], [1.169, 3.286, 0.417], [0.640, 4.404, -0.302], [1.432, 4.928, -1.309], [0.577, 5.418, -2.459], [1.307, 6.240, -3.261], [-0.493, 6.118, -2.046], [0.128, 4.420, -3.246], [-1.562, 1.984, -4.010], [-2.265, 0.029, -2.115], [-2.628, 1.345, -0.979], [0.390, -0.445, -1.064], [0.913, 1.636, -2.515], [-0.709, 2.430, 0.814], [0.677, 1.411, 1.162], [1.313, 3.642, 1.434], [2.153, 3.018, 0.062], [2.122, 4.204, -1.716], [1.973, 5.808, -0.971], [0.585, -4.622, 0.738], [-0.136, -5.595, 1.693], [-1.603, -5.330, 2.063], [-1.778, -4.164, 2.702], [-2.015, -6.325, 2.892], [0.597, -5.777, 2.812], [-0.173, -6.793, 1.034], [1.447, -3.615, 1.241], [1.013, -2.362, 1.635], [1.303, -2.088, 3.118], [0.755, -3.025, 3.921], [0.781, -0.887, 3.450], [-0.281, -2.166, 1.332], [1.748, -1.470, 0.957], [1.266, -5.267, 0.186], [-0.108, -4.210, 0.005], [-2.226, -5.345, 1.165], [2.382, -2.074, 3.285]],
  "nbo_charge": [-0.98, 2.07, -1.00, -1.20, 1.10, -0.95, -0.04, -0.53, -0.13, 0.96, -0.35, -0.32, -0.32, -0.05, 0.24, 0.25, -0.43, -0.41, 0.21, 0.21, 0.15, 0.15, 0.20, 0.17, -0.13, 0.60, 0.52, -0.31, -0.33, -0.31, -0.34, -0.52, 0.85, 0.51, -0.33, -0.32, -0.31, -0.30, 0.22, 0.22, 0.14, 0.14],
  "energy_ha": -2430.1797,
  "homo_ev": -5.43,
  "charge": -1,
  "orbital_gap_ha": 0.2897,
  "max_force_ev_per_a": 1.2
}

3.
{
  "formula": "C5H7N3O",
  "method": "ωB97M-V/def2-TZVPD",
  "elements": ["C", "C", "C", "C", "C", "N", "N", "N", "O", "H", "H", "H", "H", "H", "H", "H"],
  "positions_angstrom": [[2.512, -0.983, 0.390], [1.165, -1.078, 0.660], [1.564, 0.691, -0.536], [-1.863, -0.744, -0.344], [-0.823, 0.309, 0.032], [2.735, 0.191, -0.327], [-1.319, 1.536, 0.227], [0.514, -0.057, 0.057], [-0.630, 2.508, 0.575], [3.293, -1.560, 0.742], [0.631, -1.852, 1.151], [1.327, 1.542, -1.158], [-1.853, -0.750, -1.506], [-2.829, -0.467, 0.103], [-1.550, -1.619, 0.048], [-2.874, 2.332, -0.114]],
  "nbo_charge": [-0.10, -0.07, 0.20, -0.63, 0.31, -0.43, 0.04, -0.40, -0.45, 0.21, 0.21, 0.21, 0.23, 0.23, 0.21, 0.22],
  "energy_ha": -434.0045,
  "homo_ev": [-8.64, -8.64],
  "orbital_gap_ha": [0.2512, 0.2513],
  "max_force_ev_per_a": 4.4,
  "relative_energy_kj_mol": 629.7
}

4.
{
  "formula": "C4H6N2S",
  "method": "ωB97M-V/def2-TZVPD",
  "elements": ["C", "C", "C", "C", "H", "H", "H", "H", "H", "H", "N", "N", "S"],
  "positions_angstrom": [[-1.341, -0.242, -0.065], [-0.111, -0.634, -0.761], [2.280, 0.493, 1.353], [2.480, 1.456, 0.163], [-0.935, 0.388, 0.824], [-0.294, -1.313, -1.628], [2.686, -0.594, 1.272], [2.512, 0.848, 2.326], [2.940, 0.986, -0.708], [2.553, 2.517, 0.196], [1.036, -0.126, -0.564], [1.102, 0.873, 0.479], [-2.768, -0.906, -0.364]],
  "nbo_charge": [-0.37, 0.02, -0.27, -0.26, 0.24, 0.20, 0.21, 0.22, 0.22, 0.21, -0.24, -0.30, 0.12],
  "energy_ha": -663.5654,
  "homo_ev": -8.74,
  "smiles": "S=C/C=N\\N1CC1",
  "orbital_gap_ha": 0.2826,
  "max_force_ev_per_a": 3.3,
  "relative_energy_kj_mol": 428.2
}

5.
{
  "formula": "CH3N2O3S",
  "method": "ωB97M-V/def2-TZVPD",
  "elements": ["C", "N", "N", "O", "O", "O", "S", "H", "H", "H"],
  "positions_angstrom": [[1.556, -1.088, -0.196], [-1.835, -0.003, 0.084], [-0.754, 0.161, -0.853], [1.772, 0.075, 0.173], [2.148, -2.067, 0.248], [-0.056, 1.897, 0.757], [0.278, 1.258, -0.497], [0.680, -1.144, -0.908], [-1.358, 0.093, 0.983], [-2.432, 0.817, 0.210]],
  "nbo_charge": [0.60, -0.68, -0.77, -0.72, -0.72, -0.99, 1.52, 0.10, 0.34, 0.32],
  "energy_ha": -773.3125,
  "homo_ev": -4.40,
  "charge": -1,
  "orbital_gap_ha": 0.2938,
  "max_force_ev_per_a": 3.3,
  "relative_energy_kj_mol": 208.4
}

6.
{
  "formula": "C24H48O18",
  "method": "ωB97M-V/def2-TZVPD",
  "elements": ["C", "C", "O", "C", "O", "O", "C", "H", "H", "H", "H", "H", "H", "H", "H", "C", "C", "O", "C", "O", "O", "C", "H", "H", "H", "H", "H", "H", "H", "H", "C", "C", "O", "C", "O", "O", "C", "H", "H", "H", "H", "H", "H", "H", "H", "C", "C", "O", "C", "O", "O", "C", "H", "H", "H", "H", "H", "H", "H", "H", "C", "C", "O", "C", "O", "O", "C", "H", "H", "H", "H", "H", "H", "H", "H", "C", "C", "O", "C", "O", "O", "C", "H", "H", "H", "H", "H", "H", "H", "H"],
  "positions_angstrom": [[-4.814, 4.093, 2.847], [-5.093, 4.897, 1.561], [-5.211, 4.008, 0.453], [-5.728, 4.513, -0.684], [-6.155, 5.651, -0.894], [-5.674, 3.587, -1.672], [-5.902, 4.053, -3.003], [-5.706, 3.495, 3.035], [-4.647, 4.762, 3.692], [-4.072, 3.316, 2.668], [-4.247, 5.579, 1.471], [-5.970, 5.541, 1.616], [-6.909, 4.323, -3.321], [-5.605, 3.322, -3.756], [-5.188, 4.838, -3.254], [0.173, -5.345, -4.571], [0.988, -4.057, -4.683], [0.632, -3.238, -3.576], [1.346, -2.094, -3.316], [2.181, -1.549, -4.072], [0.881, -1.646, -2.241], [1.520, -0.501, -1.624], [0.145, -5.792, -3.577], [0.552, -6.064, -5.298], [-0.812, -5.238, -5.025], [0.680, -3.585, -5.616], [2.030, -4.372, -4.651], [2.406, -0.904, -1.134], [0.852, -0.023, -0.908], [1.893, 0.178, -2.391], [-1.594, -1.278, -5.912], [-3.019, -1.140, -6.440], [-3.970, -1.482, -5.387], [-4.484, -0.470, -4.599], [-4.155, 0.714, -4.630], [-5.333, -1.084, -3.800], [-6.109, -0.291, -2.851], [-1.278, -2.267, -5.579], [-1.439, -0.470, -5.197], [-0.896, -0.964, -6.688], [-3.238, -1.963, -7.120], [-3.172, -0.105, -6.749], [-6.618, -0.982, -2.180], [-6.812, 0.221, -3.509], [-5.558, 0.366, -2.178], [-2.800, 1.008, -0.723], [-3.003, 0.291, 0.614], [-1.814, -0.447, 1.020], [-0.614, 0.185, 1.407], [-0.432, 1.380, 1.512], [0.265, -0.772, 1.786], [1.478, -0.431, 2.347], [-2.332, 1.978, -0.556], [-3.682, 1.218, -1.327], [-2.073, 0.430, -1.295], [-3.852, -0.390, 0.556], [-3.243, 1.022, 1.386], [2.267, -0.124, 1.661], [1.869, -1.314, 2.852], [1.396, 0.350, 3.102], [2.023, 2.434, 5.027], [3.060, 1.953, 4.016], [4.001, 2.978, 3.975], [5.141, 2.898, 3.284], [5.418, 1.985, 2.466], [5.790, 4.042, 3.403], [6.972, 4.404, 2.714], [1.380, 3.236, 4.663], [2.451, 2.768, 5.972], [1.407, 1.608, 5.382], [2.673, 1.923, 2.998], [3.497, 0.958, 4.109], [6.827, 5.466, 2.516], [6.991, 3.955, 1.720], [7.863, 4.179, 3.300], [4.695, -6.701, 4.151], [4.216, -5.297, 3.812], [5.259, -4.393, 3.887], [4.946, -3.241, 3.377], [3.830, -2.903, 2.905], [6.024, -2.497, 3.400], [5.916, -1.046, 3.290], [4.993, -6.699, 5.199], [5.571, -6.991, 3.572], [3.917, -7.437, 3.946], [3.412, -4.986, 4.478], [3.738, -5.366, 2.835], [6.702, -0.682, 3.952], [5.005, -0.745, 3.807], [5.980, -0.743, 2.245]],
  "mulliken_charge": [-1.01, -0.27, -0.23, 0.62, -0.56, -0.17, -0.67, 0.32, 0.39, 0.10, 0.29, 0.37, 0.32, 0.17, 0.33, -1.18, -0.18, -0.24, 0.76, -0.63, -0.28, -0.49, 0.31, 0.40, 0.27, 0.24, 0.39, 0.32, -0.10, 0.43, -0.92, -0.34, -0.36, 0.80, -0.59, -0.34, -0.28, 0.14, 0.27, 0.46, 0.29, 0.36, 0.24, 0.32, -0.03, -0.60, -0.06, -0.21, 0.82, -0.22, -0.17, -0.58, 0.32, -0.06, 0.25, 0.35, 0.21, 0.46, 0.25, 0.18, -1.42, 0.39, -0.23, 0.79, -0.61, -0.33, -0.65, 0.30, 0.40, 0.42, 0.17, 0.00, 0.27, 0.34, 0.27, -1.25, -0.16, -0.26, 0.73, -0.61, -0.34, -0.40, 0.31, 0.32, 0.38, 0.30, 0.30, 0.32, 0.02, 0.29],
  "multiplicity": 2,
  "energy_ha": -2297.1700,
  "homo_ev": [-12.61, -12.61],
  "charge": 1,
  "s2": 0.7590,
  "orbital_gap_ha": [0.3307, 0.0873],
  "max_force_ev_per_a": 6.3,
  "relative_energy_kj_mol": 0.0
}

7.
{
  "formula": "C6H12ClO16S3Ti",
  "method": "ωB97M-V/def2-TZVPD",
  "elements": ["Ti", "Cl", "O", "O", "O", "O", "C", "C", "O", "S", "O", "O", "O", "H", "H", "H", "H", "C", "C", "O", "S", "O", "O", "O", "H", "H", "H", "H", "C", "C", "O", "S", "O", "O", "O", "H", "H", "H", "H"],
  "positions_angstrom": [[-1.155, 2.010, -1.234], [-4.685, 1.492, -1.444], [-5.686, 1.049, -2.397], [-4.762, 2.942, -1.308], [-4.929, 0.768, -0.219], [-3.352, 1.242, -1.923], [-1.466, -1.821, 2.716], [-2.255, -2.070, 1.392], [-2.937, -0.876, 1.071], [-2.390, 0.423, 1.868], [-3.346, 0.954, 2.790], [-1.584, 1.277, 1.039], [-1.326, -0.417, 2.771], [-0.504, -2.311, 2.831], [-2.114, -2.101, 3.551], [-2.911, -2.924, 1.538], [-1.606, -2.259, 0.533], [3.855, 0.575, 1.392], [2.788, 0.703, 2.486], [2.317, 2.051, 2.382], [2.293, 2.442, 0.780], [3.038, 3.640, 0.502], [0.931, 2.324, 0.327], [3.152, 1.152, 0.298], [3.928, -0.511, 1.323], [4.815, 1.012, 1.649], [3.128, 0.646, 3.519], [1.926, 0.069, 2.264], [1.945, -0.441, -3.528], [1.195, -1.804, -3.630], [0.676, -2.111, -2.334], [1.028, -0.925, -1.246], [1.630, -1.450, -0.066], [-0.078, -0.010, -1.170], [2.172, -0.217, -2.165], [1.223, 0.258, -3.959], [2.854, -0.395, -4.116], [1.842, -2.615, -3.964], [0.352, -1.770, -4.317]],
  "nbo_charge": [0.91, 2.54, -0.83, -0.85, -0.84, -0.97, -0.09, -0.09, -0.66, 2.55, -0.84, -0.97, -0.70, 0.21, 0.19, 0.21, 0.18, -0.11, -0.10, -0.66, 2.52, -0.86, -0.93, -0.68, 0.22, 0.21, 0.22, 0.20, -0.11, -0.09, -0.66, 2.54, -0.87, -0.96, -0.66, 0.20, 0.22, 0.20, 0.21],
  "multiplicity": 4,
  "energy_ha": -3943.4444,
  "homo_ev": [-5.77, -9.07],
  "s2": 3.7510,
  "orbital_gap_ha": [0.2053, 0.3255],
  "max_force_ev_per_a": 3.9,
  "relative_energy_kj_mol": 62.0
}

8.
{
  "formula": "C5H16O2S",
  "method": "ωB97M-V/def2-TZVPD",
  "elements": ["C", "C", "C", "C", "S", "C", "H", "H", "H", "H", "H", "H", "H", "H", "H", "H", "H", "H", "H", "H", "O", "H", "H", "O"],
  "positions_angstrom": [[-1.009, -2.045, -1.931], [-0.132, -0.968, -1.418], [-0.396, -0.480, 0.006], [-1.657, 0.353, 0.240], [-1.695, 2.001, -0.455], [-0.376, 2.877, 0.553], [-1.263, -2.839, -1.174], [-1.965, -1.676, -2.350], [-0.454, -2.622, -2.785], [-0.216, -0.138, -2.009], [0.949, -1.292, -1.431], [0.580, -0.041, 0.350], [-0.481, -1.356, 0.607], [-2.424, -0.295, -0.288], [-1.922, 0.351, 1.265], [-0.778, 3.463, 1.368], [-0.044, 3.551, -0.263], [0.402, 2.228, 0.922], [2.728, 1.485, 0.223], [2.477, 0.307, 1.102], [2.466, 0.552, 0.138], [1.737, -0.976, 3.249], [1.386, -1.373, 1.767], [2.085, -1.065, 2.315]],
  "nbo_charge": [-0.61, -0.41, -0.43, -0.55, 0.17, -0.72, 0.20, 0.21, 0.21, 0.21, 0.21, 0.24, 0.17, 0.23, 0.21, 0.21, 0.23, 0.22, 0.47, 0.49, -0.96, 0.49, 0.48, -0.95],
  "energy_ha": -748.7296,
  "homo_ev": -8.47,
  "smiles": "CCCCSC.O.O",
  "orbital_gap_ha": 0.3285,
  "max_force_ev_per_a": 3.0,
  "relative_energy_kj_mol": 112.4
}